# C16H42BFN2OP

A cluster of 3 separate species, C16H42BFN2OP in total (ωB97M-V/def2-TZVPD, the Open Molecules 2025 dataset).

The value obtained for the strongest force on any atom is 0.8 eV/Å. The calculated total energy comes out at -1285.38685 Ha. The calculation puts the highest occupied orbital energy at -9.859 eV. The molar mass comes out at 339.31 u. As for the charge: +1. The HOMO-LUMO gap is 0.211 Ha.

Positions of all 64 atoms, in Å:
1 C 4.44 0.45 1.30
2 C 4.61 1.97 1.44
3 B 3.33 2.81 1.65
4 O 3.28 3.95 2.36
5 P 1.59 2.33 0.76
6 C 0.84 0.75 1.22
7 C -0.23 0.34 0.21
8 F -0.72 -0.88 0.59
9 H 3.71 0.04 2.01
10 H 5.39 -0.04 1.51
11 H 4.17 0.16 0.28
12 H 5.13 2.36 0.54
13 H 5.27 2.21 2.28
14 H 2.55 4.10 2.98
15 H 1.68 2.37 -0.64
16 H 0.67 3.33 1.08
17 H 1.61 -0.02 1.23
18 H 0.40 0.87 2.21
19 H 0.20 0.25 -0.80
20 H -1.06 1.06 0.17
21 C -2.58 -1.72 3.60
22 C -4.09 -1.86 3.69
23 N -4.79 -0.66 3.28
24 C -6.20 -0.66 3.61
25 C -7.10 -1.70 2.93
26 C -4.45 -0.15 1.95
27 C -4.65 -1.09 0.75
28 H -2.24 -0.85 4.16
29 H -2.09 -2.61 4.00
30 H -2.24 -1.61 2.56
31 H -4.36 -2.05 4.73
32 H -4.39 -2.75 3.12
33 H -6.60 0.34 3.42
34 H -6.27 -0.80 4.70
35 H -7.30 -1.45 1.89
36 H -8.06 -1.74 3.45
37 H -6.67 -2.70 2.97
38 H -3.40 0.16 1.97
39 H -5.03 0.76 1.80
40 H -4.28 -2.09 0.96
41 H -4.10 -0.71 -0.11
42 H -5.70 -1.17 0.46
43 C 0.62 -0.18 -5.09
44 C 1.81 0.60 -4.56
45 N 2.19 0.21 -3.20
46 C 3.13 1.13 -2.59
47 C 4.54 1.27 -3.16
48 C 2.46 -1.21 -3.00
49 C 3.55 -1.86 -3.85
50 H -0.23 -0.10 -4.41
51 H 0.33 0.21 -6.06
52 H 0.85 -1.24 -5.23
53 H 1.55 1.66 -4.53
54 H 2.64 0.51 -5.27
55 H 3.21 0.83 -1.53
56 H 2.66 2.12 -2.60
57 H 5.17 0.41 -2.94
58 H 5.03 2.15 -2.73
59 H 4.52 1.40 -4.24
60 H 1.52 -1.75 -3.16
61 H 2.69 -1.35 -1.94
62 H 3.48 -1.56 -4.90
63 H 3.45 -2.94 -3.81
64 H 4.55 -1.61 -3.50

How positive or negative is each atom? The Löwdin charges in e answer that: atom 1 (C): -0.101, atom 2 (C): -0.166, atom 3 (B): -0.520, atom 4 (O): 0.152, atom 5 (P): 1.151, atom 6 (C): -0.317, atom 7 (C): -0.262, atom 8 (F): -0.023, atom 9 (H): 0.069, atom 10 (H): 0.087, atom 11 (H): 0.056, atom 12 (H): 0.124, atom 13 (H): 0.120, atom 14 (H): 0.131, atom 15 (H): 0.011, atom 16 (H): 0.030, atom 17 (H): 0.086, atom 18 (H): 0.108, atom 19 (H): 0.111, atom 20 (H): 0.125, atom 21 (C): -0.094, atom 22 (C): -0.270, atom 23 (N): -0.202, atom 24 (C): -0.247, atom 25 (C): -0.082, atom 26 (C): -0.253, atom 27 (C): -0.078, atom 28 (H): 0.077, atom 29 (H): 0.076, atom 30 (H): 0.042, atom 31 (H): 0.120, atom 32 (H): 0.104, atom 33 (H): 0.112, atom 34 (H): 0.111, atom 35 (H): 0.056, atom 36 (H): 0.073, atom 37 (H): 0.068, atom 38 (H): 0.085, atom 39 (H): 0.114, atom 40 (H): 0.069, atom 41 (H): 0.065, atom 42 (H): 0.057, atom 43 (C): -0.082, atom 44 (C): -0.264, atom 45 (N): -0.203, atom 46 (C): -0.290, atom 47 (C): -0.066, atom 48 (C): -0.247, atom 49 (C): -0.070, atom 50 (H): 0.078, atom 51 (H): 0.079, atom 52 (H): 0.069, atom 53 (H): 0.118, atom 54 (H): 0.107, atom 55 (H): 0.069, atom 56 (H): 0.097, atom 57 (H): 0.063, atom 58 (H): 0.072, atom 59 (H): 0.076, atom 60 (H): 0.103, atom 61 (H): 0.107, atom 62 (H): 0.073, atom 63 (H): 0.079, atom 64 (H): 0.059


# C4H13NOS

A cluster of 2 separate species, C4H13NOS in total in a non-equilibrium geometry (ωB97M-V/def2-TZVPD, the Open Molecules 2025 dataset).

The value obtained for the strongest force on any atom is 2.4 eV/Å. The calculated total energy comes out at -688.35125 Ha. The calculation puts the highest occupied orbital energy at -9.128 eV. The molar mass comes out at 123.22 u. As for the charge: 0. The HOMO-LUMO gap is 0.366 Ha.

Positions of all 20 atoms, in Å:
1 N 0.06 -2.45 -1.26
2 C -0.60 -1.20 -1.65
3 C -0.19 -0.04 -0.73
4 C 1.23 0.46 -0.66
5 C 1.52 1.45 0.46
6 S 0.98 1.11 2.15
7 H 1.01 -2.25 -0.97
8 H 0.11 -3.16 -1.97
9 H -0.39 -0.86 -2.67
10 H -1.62 -1.28 -1.39
11 H -0.97 0.70 -0.83
12 H -0.45 -0.37 0.29
13 H 1.41 1.00 -1.60
14 H 2.02 -0.28 -0.79
15 H 1.06 2.38 0.25
16 H 2.59 1.65 0.47
17 H 1.19 -0.20 2.33
18 O -3.53 -0.13 -0.39
19 H -2.82 0.47 -0.10
20 H -3.31 -0.93 0.11

How positive or negative is each atom? The Löwdin charges in e answer that: atom 1 (N): 0.001, atom 2 (C): -0.278, atom 3 (C): -0.252, atom 4 (C): -0.270, atom 5 (C): -0.574, atom 6 (S): 0.696, atom 7 (H): 0.048, atom 8 (H): 0.062, atom 9 (H): 0.117, atom 10 (H): 0.064, atom 11 (H): 0.099, atom 12 (H): 0.084, atom 13 (H): 0.114, atom 14 (H): 0.105, atom 15 (H): 0.057, atom 16 (H): 0.064, atom 17 (H): -0.146, atom 18 (O): -0.059, atom 19 (H): 0.024, atom 20 (H): 0.044


# C5H6BrN

The molecule C5H6BrN in a non-equilibrium geometry (ωB97M-V/def2-TZVPD, the Open Molecules 2025 dataset).

The value obtained for the strongest force on any atom is 5.6 eV/Å. The calculated total energy comes out at -2822.80031 Ha. The calculation puts the highest occupied orbital energy at -9.714 eV. The molar mass comes out at 160.01 u. As for the charge: 0. The HOMO-LUMO gap is 0.371 Ha.

Positions of all 13 atoms, in Å:
1 C 1.16 -1.05 0.30
2 C -0.09 -0.61 -0.41
3 C -1.17 0.07 0.28
4 Br -3.12 -0.45 0.08
5 C -0.59 1.11 -0.63
6 C 0.46 1.82 -0.12
7 N 1.32 2.44 0.32
8 H 1.23 -0.34 1.22
9 H 2.13 -1.10 -0.38
10 H 1.16 -2.11 0.78
11 H -0.33 -1.16 -1.32
12 H -1.14 0.07 1.40
13 H -1.03 1.31 -1.52

How positive or negative is each atom? The Löwdin charges in e answer that: atom 1 (C): -0.096, atom 2 (C): -0.246, atom 3 (C): -0.649, atom 4 (Br): 0.595, atom 5 (C): -0.134, atom 6 (C): -0.283, atom 7 (N): 0.173, atom 8 (H): 0.098, atom 9 (H): 0.121, atom 10 (H): 0.105, atom 11 (H): 0.123, atom 12 (H): 0.099, atom 13 (H): 0.094


# C4H7N2O

A cluster of 2 separate species, C4H7N2O in total in a non-equilibrium geometry (ωB97M-V/def2-TZVPD, the Open Molecules 2025 dataset).

The value obtained for the strongest force on any atom is 4.9 eV/Å. The calculated total energy comes out at -340.94887 Ha. The calculation puts the highest occupied orbital energy (alpha / beta) at -15.022 / -15.021 eV. The molar mass comes out at 99.11 u. As for the charge: +1. The HOMO-LUMO gap (alpha / beta) is 0.318 / 0.317 Ha.

Positions of all 14 atoms, in Å:
1 C 0.55 -0.97 -0.18
2 C -0.58 -1.80 -0.25
3 C -0.60 1.83 -0.61
4 C 0.36 0.27 0.81
5 N 2.42 1.42 1.25
6 N 1.45 0.93 1.11
7 O 1.60 -1.10 -0.75
8 H -1.53 -1.51 -0.72
9 H -0.99 -2.11 0.76
10 H -0.37 -2.64 -0.87
11 H -0.92 2.53 0.15
12 H 0.33 1.94 -1.14
13 H -1.26 1.07 -1.00
14 H -0.45 0.13 1.45

How positive or negative is each atom? The Löwdin charges in e answer that: atom 1 (C): -0.441, atom 2 (C): -0.020, atom 3 (C): 0.297, atom 4 (C): -0.057, atom 5 (N): 0.416, atom 6 (N): 0.009, atom 7 (O): 0.145, atom 8 (H): 0.115, atom 9 (H): 0.144, atom 10 (H): 0.101, atom 11 (H): 0.065, atom 12 (H): 0.061, atom 13 (H): 0.048, atom 14 (H): 0.118